A 5-piece molecular cluster, C10H29BrNO7 overall, computed with ωB97M-V/def2-TZVPD.

```
48
Properties=species:S:1:pos:R:3:forces:R:3
Br -19.482000 -2.022000 19.334000 -0.020 0.075 0.182
C -22.633000 -0.425000 17.006000 -8.260 1.948 -1.640
C -22.928000 -0.507000 15.508000 -2.450 1.026 -0.054
O -24.328000 -0.752000 15.389000 0.343 0.327 3.498
O -21.410000 -0.509000 17.081000 10.876 -1.303 2.802
H -23.047000 -1.242000 17.575000 -1.577 -0.525 -0.204
H -22.974000 0.537000 17.470000 -0.795 -0.262 -0.429
H -22.398000 -1.308000 15.091000 1.031 -1.426 -0.360
H -22.677000 0.373000 14.886000 0.210 0.086 0.791
H -24.630000 -0.854000 14.544000 -0.771 -0.313 -3.456
H -21.264000 -0.857000 17.999000 1.439 0.371 -1.174
C -16.787000 -1.826000 23.485000 -3.090 5.881 -1.085
C -16.681000 -1.126000 22.105000 -3.003 -3.025 -1.605
O -17.892000 -0.452000 21.914000 -0.233 1.550 0.949
O -15.781000 -2.535000 23.766000 6.159 -4.324 2.149
H -17.692000 -2.388000 23.539000 -1.402 -0.026 -0.070
H -16.744000 -1.020000 24.267000 -1.062 -0.153 -0.689
H -16.620000 -1.866000 21.210000 0.328 0.538 1.615
H -15.909000 -0.467000 21.938000 2.167 1.497 0.364
H -18.388000 -0.810000 21.191000 -0.501 -0.583 -0.881
H -15.829000 -3.311000 23.224000 0.754 -1.053 -0.677
C -20.437000 3.360000 18.956000 7.661 0.303 2.233
C -19.945000 1.893000 18.807000 4.303 0.976 -0.214
O -20.650000 1.029000 19.595000 -2.310 -0.564 1.054
O -21.666000 3.241000 18.764000 -8.725 0.567 -1.776
H -19.954000 4.104000 18.277000 0.008 -0.752 0.192
H -20.271000 3.738000 20.018000 0.664 -0.277 -0.657
H -18.924000 1.777000 19.186000 0.517 0.495 -0.594
H -19.960000 1.637000 17.752000 -0.227 -0.169 -0.316
H -20.298000 0.107000 19.586000 0.096 0.487 -0.160
H -21.789000 2.392000 19.169000 -1.939 -1.067 0.361
C -16.009000 -4.560000 19.074000 1.183 -0.401 -0.778
C -16.855000 -5.343000 19.993000 -1.967 0.146 1.606
C -16.967000 -4.771000 21.441000 0.232 0.432 -0.437
O -15.673000 -4.596000 21.982000 0.295 -0.439 -0.344
C -15.221000 -5.771000 22.600000 1.602 0.688 1.183
N -18.192000 -5.374000 19.455000 -0.618 -0.540 -0.852
H -15.976000 -5.028000 18.085000 -0.230 -0.108 0.120
H -14.991000 -4.584000 19.432000 0.444 0.516 0.161
H -16.379000 -3.565000 18.918000 -0.117 0.648 0.198
H -16.506000 -6.387000 20.090000 0.067 0.334 -0.115
H -17.608000 -5.382000 22.071000 0.203 -0.974 0.145
H -17.483000 -3.824000 21.626000 0.132 0.347 -1.296
H -15.451000 -5.577000 23.650000 0.269 -0.923 0.326
H -14.132000 -5.947000 22.467000 -0.396 0.738 0.148
H -15.617000 -6.691000 22.250000 -1.123 -0.654 -0.442
H -18.657000 -4.477000 19.492000 0.180 0.510 -0.174
H -18.791000 -5.987000 19.964000 -0.346 -0.624 0.398
```
Positions in Å, forces in eV/Å.

The value obtained for the relative energy (zero: lowest compared OMol25 entry of this formula, charge and spin) is 24.9 kcal per mole. The value obtained for the LUMO energy is 2.74 eV. The gap between HOMO and LUMO is 0.30919 hartree. As for the total charge: -1.

Atom charges from the Mulliken analysis, given in e for atoms 1 to 2:
1. Br -0.494
2. C -0.254